[1]
Formula: C40H37ClN5OPReS
Source: the OMol25 dataset
Level of theory: ωB97M-V/def2-TZVPD

Element x y z (Å)
Re -1.060 0.384 1.842
Cl -0.518 -0.087 4.182
C 1.244 -0.423 4.326
C 1.700 -0.805 5.559
C 3.066 -1.056 5.667
C 3.902 -0.919 4.571
C 3.395 -0.524 3.340
C 2.032 -0.262 3.199
P 1.343 0.331 1.656
C 2.458 0.006 0.315
C 3.305 1.016 -0.146
C 4.280 0.704 -1.086
C 4.402 -0.600 -1.553
C 3.552 -1.603 -1.095
C 2.572 -1.304 -0.158
C 0.926 2.080 1.872
C 1.135 2.739 3.106
C 0.897 4.094 3.213
C 0.440 4.815 2.108
C 0.218 4.184 0.892
C 0.457 2.820 0.771
H 1.040 -0.914 6.410
H 3.468 -1.367 6.623
H 4.960 -1.120 4.672
H 4.056 -0.420 2.487
H 3.228 2.029 0.235
H 4.954 1.473 -1.439
H 5.169 -0.838 -2.280
H 3.652 -2.615 -1.470
H 1.920 -2.091 0.208
H 1.532 2.195 3.956
H 1.096 4.606 4.147
H 0.278 5.885 2.198
H -0.103 4.763 0.034
H 0.378 2.342 -0.190
C -2.123 -5.063 1.657
C -3.388 -4.572 1.900
C -3.592 -3.206 2.052
C -2.509 -2.360 1.950
C -1.242 -2.849 1.700
C -1.051 -4.217 1.556
N -2.647 -0.957 2.122
N -3.772 -0.510 2.453
C -3.830 0.869 2.653
C -5.003 1.447 3.049
C -5.013 2.821 3.289
C -3.845 3.542 3.124
C -2.699 2.897 2.718
N -2.686 1.572 2.476
H -1.973 -6.127 1.549
H -4.223 -5.253 1.978
H -4.575 -2.813 2.246
H -0.388 -2.176 1.641
H -0.065 -4.621 1.376
H -5.881 0.830 3.174
H -5.924 3.312 3.609
H -3.814 4.607 3.309
H -1.768 3.428 2.577
C -0.247 1.947 -5.286
C 0.879 2.153 -4.276
C 1.034 0.986 -3.315
N -0.088 1.002 -2.334
C -0.573 0.036 -1.608
S -1.826 0.455 -0.390
N -0.295 -1.257 -1.745
C 0.439 -2.047 -2.791
O 1.328 -2.699 -2.372
C -0.093 -2.004 -4.178
C -1.298 -1.475 -4.487
C -1.782 -1.525 -5.880
C -0.991 -2.121 -6.893
C 0.215 -2.650 -6.590
C 0.697 -2.618 -5.203
H -0.336 2.809 -5.945
H -1.217 1.809 -4.797
H -0.054 1.068 -5.911
H 0.726 3.077 -3.704
H 1.834 2.279 -4.784
H 1.961 1.041 -2.743
H 1.012 0.040 -3.864
H -0.502 1.911 -2.178
H -0.622 -1.853 -0.984
H -1.932 -1.044 -3.723
H -2.751 -1.103 -6.131
H -1.358 -2.163 -7.913
H 0.824 -3.102 -7.365
H 1.652 -3.072 -4.939

Computed properties:
* 2S+1: 4
* HOMO-LUMO gap (spin up / spin down): 4.86 / 3.16 eV
* highest occupied orbital energy (spin up / spin down): -0.6431 / -0.6431 hartree
* LUMO level (spin up / spin down): -12.64 / -14.34 eV
* <S²>: 3.7853
* total charge: +4
* energy relative to the best compared isomer or geometry (same formula, charge and spin): 26.60 kcal/mol
* max |F|: 0.0863 Eh/bohr

Here are the Löwdin charges for atoms 1 to 6, given in e: 1.083, 0.800, -0.541, -0.043, 0.015, 0.004

***

[2]
Formula: C12H52O20
Source: the OMol25 dataset
Level of theory: ωB97M-V/def2-TZVPD

Element x y z (Å)
C 3.371 -1.562 -4.692
C 2.604 -1.683 -3.426
O 1.534 -0.752 -3.392
O 2.557 -1.794 -5.852
H 4.262 -2.187 -4.805
H 3.789 -0.545 -4.763
H 3.190 -1.377 -2.546
H 2.244 -2.695 -3.239
H 1.832 0.168 -3.277
H 2.186 -0.931 -6.056
C -4.469 -2.651 -0.284
C -4.906 -2.462 -1.708
O -3.770 -2.221 -2.545
O -5.587 -2.732 0.578
H -3.793 -1.859 0.056
H -3.820 -3.528 -0.146
H -5.614 -1.628 -1.772
H -5.485 -3.300 -2.104
H -3.997 -2.536 -3.422
H -5.403 -3.232 1.372
C 0.200 0.403 0.311
C -0.062 -1.069 0.338
O 0.654 -1.724 -0.711
O 1.575 0.708 0.598
H -0.441 1.038 0.919
H -0.002 0.770 -0.702
H -1.084 -1.254 0.012
H 0.080 -1.547 1.306
H 0.420 -1.319 -1.561
H 2.148 0.108 0.104
C 2.879 4.271 -2.728
C 2.881 2.961 -3.516
O 2.128 1.918 -2.909
O 1.544 4.717 -2.636
H 3.517 4.983 -3.270
H 3.306 4.170 -1.720
H 3.898 2.576 -3.588
H 2.434 3.177 -4.491
H 1.312 2.302 -2.551
H 1.551 5.642 -2.373
C -3.834 2.889 2.592
C -3.958 2.365 1.149
O -4.130 0.948 0.939
O -2.519 3.281 2.934
H -4.153 2.037 3.206
H -4.496 3.747 2.657
H -3.211 2.762 0.454
H -4.910 2.734 0.746
H -3.632 0.374 1.552
H -1.981 2.473 3.080
C 3.259 -1.610 3.144
C 3.864 -2.639 2.198
O 4.080 -2.152 0.883
O 4.262 -0.803 3.777
H 2.703 -2.091 3.954
H 2.604 -0.995 2.522
H 3.271 -3.540 2.049
H 4.810 -3.008 2.612
H 4.468 -1.272 0.885
H 3.770 -0.005 4.006
O 1.866 1.520 3.636
H 2.447 2.010 4.229
H 2.184 1.739 2.744
O -0.856 1.235 3.219
H -1.276 0.371 3.237
H 0.018 1.096 3.624
O 1.036 -4.271 1.040
H 0.456 -5.024 0.884
H 0.692 -3.570 0.471
O -2.433 0.040 -1.288
H -2.656 -0.836 -1.656
H -3.180 0.262 -0.699
O -1.755 2.733 -2.191
H -1.830 1.946 -1.628
H -2.660 3.040 -2.302
O 2.281 3.190 1.271
H 1.823 3.941 0.878
H 1.677 2.421 1.140
O -2.471 -1.019 2.151
H -1.628 -1.440 2.407
H -3.150 -1.613 2.496
O -0.385 -2.007 3.795
H -0.270 -1.767 4.722
H 0.136 -2.814 3.678

Computed properties:
* HOMO-LUMO gap: 9.33 eV
* highest occupied orbital energy: -0.3488 hartree
* LUMO level: -0.16 eV
* energy relative to the best compared isomer or geometry (same formula, charge and spin): 0.00 kcal/mol
* max |F|: 0.0405 Eh/bohr

Here are the Löwdin charges for atoms 1 to 6, given in e: -0.247, -0.243, -0.095, -0.064, 0.121, 0.116

***

[3]
Formula: C4H23NO9S
Source: the OMol25 dataset
Level of theory: ωB97M-V/def2-TZVPD

Element x y z (Å)
O 0.460 -1.478 1.976
C -0.151 -0.451 1.717
N -0.980 -0.387 0.623
C -1.175 -1.523 -0.285
C -0.480 -1.277 -1.651
O 0.801 -1.949 -1.693
C -2.680 -1.606 -0.554
S -3.690 -1.918 0.927
H -0.389 0.439 2.311
H -1.095 0.545 0.186
H -0.711 -2.359 0.236
H -0.423 -0.223 -1.923
H -1.031 -1.881 -2.383
H 0.891 -2.421 -0.857
H -2.983 -0.617 -0.920
H -2.892 -2.296 -1.367
H -3.279 -0.839 1.584
O 1.793 2.300 -0.303
H 2.197 2.735 0.449
H 2.071 2.593 -1.175
O 0.274 2.141 3.029
H 1.078 1.830 2.616
H 0.296 3.020 3.396
O 2.828 1.520 -2.854
H 2.628 0.849 -2.184
H 2.045 1.667 -3.395
O 3.089 -0.525 -0.709
H 3.265 -1.283 -1.277
H 2.290 -0.776 -0.229
O -0.928 2.268 -0.218
H -1.525 2.985 -0.021
H -0.010 2.264 0.104
O -2.787 3.011 1.792
H -3.480 2.788 1.159
H -2.361 2.170 1.993
O 2.429 -3.375 -0.094
H 1.799 -3.791 0.512
H 2.816 -4.152 -0.515

Computed properties:
* structure (SMILES): O=CN[C@H](CO)CS.O.O.O.O.O.O.O
* HOMO-LUMO gap: 9.28 eV
* highest occupied orbital energy: -0.3358 hartree
* LUMO level: 0.14 eV
* energy relative to the best compared isomer or geometry (same formula, charge and spin): 47.07 kcal/mol
* max |F|: 0.0507 Eh/bohr

Here are the Löwdin charges for atoms 1 to 6, given in e: 0.013, -0.325, 0.025, -0.355, -0.162, -0.095

***

[4]
Formula: C6H13OP
Source: the OMol25 dataset
Level of theory: ωB97M-V/def2-TZVPD

Element x y z (Å)
C -0.739 -0.479 0.578
C -0.011 -0.145 3.005
C 0.261 1.723 1.007
C 1.586 -0.393 0.930
C -0.728 -0.848 -4.049
C 0.268 0.162 1.403
O -1.720 -1.083 0.504
P -1.016 0.573 -2.904
H 0.211 -1.291 3.095
H -1.084 -0.036 3.091
H 0.579 0.496 3.665
H 0.036 1.641 -0.042
H -0.349 2.406 1.551
H 1.292 2.030 1.113
H 1.708 0.060 -0.002
H 1.655 -1.441 0.695
H 2.244 -0.208 1.736
H -0.924 -1.876 -3.509
H 0.293 -0.893 -4.387
H -1.328 -0.851 -4.986
H -2.234 0.451 -2.494

Computed properties:
* HOMO-LUMO gap (spin up / spin down): 8.68 / 6.12 eV
* highest occupied orbital energy (spin up / spin down): -0.2913 / -0.2426 hartree
* LUMO level (spin up / spin down): 0.75 / -0.48 eV
* energy relative to the best compared isomer or geometry (same formula, charge and spin): 90.35 kcal/mol
* max |F|: 0.0842 Eh/bohr

Here are the Löwdin charges for atoms 1 to 6, given in e: -0.210, -0.011, -0.010, -0.065, -0.496, -0.534

***

[5]
Formula: C4H11ClInNiO2S
Source: the OMol25 dataset
Level of theory: ωB97M-V/def2-TZVPD

Element x y z (Å)
C -0.450 -0.405 -2.113
C 0.286 -1.596 -1.466
Cl 1.950 -1.641 -2.188
C 0.371 -1.603 0.091
In -0.942 -0.153 1.188
S -1.666 -0.940 3.423
C 0.058 1.933 1.309
O 1.203 1.918 2.066
O 2.316 2.027 1.221
H -1.517 -0.632 -2.155
H -0.105 -0.324 -3.175
H -0.235 0.582 -1.609
H -0.238 -2.498 -1.785
H 0.056 -2.600 0.424
H 1.429 -1.537 0.367
H -2.413 0.118 0.181
H -3.004 -0.663 3.415
H 0.269 2.249 0.277
H -0.708 2.603 1.712
H 2.964 1.416 1.590
Ni 0.375 1.747 -2.773

Computed properties:
* 2S+1: 3
* HOMO-LUMO gap (spin up / spin down): 5.38 / 5.08 eV
* highest occupied orbital energy (spin up / spin down): -0.4302 / -0.4216 hartree
* LUMO level (spin up / spin down): -6.32 / -6.40 eV
* <S²>: 2.0091
* total charge: +1
* max |F|: 0.0458 Eh/bohr

Here are the Löwdin charges for atoms 1 to 6, given in e: -0.193, -0.750, 0.606, -0.293, 0.485, 0.241

***

[6]
Formula: C33H44BrMoN3OS2Si
Source: the OMol25 dataset
Level of theory: ωB97M-V/def2-TZVPD

Element x y z (Å)
Mo -0.931 -0.134 -1.005
C 1.248 -2.028 2.301
C 0.667 -1.891 0.922
N -0.390 -1.117 0.793
N -0.967 -0.768 2.007
C -2.253 -0.592 1.930
S -3.226 -0.637 0.548
S -3.080 -0.159 3.442
C -2.168 -1.123 4.695
C -2.747 -2.497 4.891
C -3.575 -2.755 5.977
C -4.156 -4.003 6.147
C -3.920 -5.011 5.226
C -3.098 -4.763 4.136
C -2.515 -3.517 3.971
C 1.171 -2.730 -0.155
C 2.275 -3.593 0.014
C 2.581 -4.550 -0.924
C 1.767 -4.705 -2.053
C 0.700 -3.869 -2.267
C 0.436 -2.837 -1.357
O -0.483 -1.952 -1.628
H 0.618 -2.678 2.910
H 2.246 -2.442 2.278
H 1.262 -1.056 2.792
H -1.127 -1.142 4.384
H -2.247 -0.543 5.615
H -3.766 -1.971 6.698
H -4.796 -4.187 6.999
H -4.381 -5.981 5.350
H -2.915 -5.541 3.407
H -1.898 -3.323 3.108
H 2.897 -3.521 0.889
H 3.436 -5.195 -0.777
H 1.993 -5.478 -2.775
H 0.078 -3.945 -3.147
Br -2.697 -0.180 -2.679
C 2.421 -1.001 -2.748
Si 1.370 0.492 -2.262
C 2.567 1.547 -1.171
C 2.770 0.769 0.137
C 2.029 2.946 -0.873
C 3.964 1.703 -1.793
C 0.876 1.297 -3.949
C 2.094 1.895 -4.662
C -0.152 2.418 -3.783
C 0.304 0.201 -4.863
H 3.266 -0.634 -3.331
H 1.876 -1.704 -3.373
H 2.818 -1.553 -1.901
H 1.827 0.538 0.631
H 3.375 1.354 0.836
H 3.289 -0.175 -0.040
H 1.005 2.940 -0.507
H 2.060 3.574 -1.764
H 2.649 3.432 -0.113
H 4.453 0.744 -1.952
H 4.591 2.275 -1.103
H 3.954 2.237 -2.737
H 2.461 2.788 -4.160
H 1.794 2.193 -5.672
H 2.919 1.190 -4.761
H 0.258 3.260 -3.224
H -1.050 2.083 -3.270
H -0.458 2.790 -4.766
H 1.090 -0.471 -5.206
H -0.141 0.663 -5.748
H -0.466 -0.402 -4.386
C -3.020 3.262 -1.607
C -2.166 3.637 -0.432
C -2.245 4.937 0.049
C -1.527 5.337 1.158
C -0.740 4.418 1.830
C -0.626 3.106 1.396
C 0.191 2.158 2.213
C -1.312 2.727 0.224
N -1.145 1.455 -0.329
H -4.041 3.605 -1.434
H -3.052 2.192 -1.772
H -2.662 3.745 -2.518
H -2.894 5.637 -0.462
H -1.590 6.359 1.508
H -0.201 4.716 2.720
H 0.983 2.695 2.733
H 0.635 1.371 1.612
H -0.438 1.667 2.957

Computed properties:
* HOMO-LUMO gap (spin up / spin down): 5.59 / 5.59 eV
* highest occupied orbital energy (spin up / spin down): -0.2732 / -0.2732 hartree
* LUMO level (spin up / spin down): -1.85 / -1.84 eV
* energy relative to the best compared isomer or geometry (same formula, charge and spin): 42.16 kcal/mol
* max |F|: 0.0309 Eh/bohr

Here are the Löwdin charges for atoms 1 to 6, given in e: 1.263, -0.005, -0.224, -0.144, -0.098, -1.173

***

[7]
Formula: C8H6O4
Source: the OMol25 dataset
Level of theory: ωB97M-V/def2-TZVPD

Element x y z (Å)
O -3.084 1.777 0.187
C -2.193 0.844 0.125
C -2.519 -0.444 0.793
O -1.139 -1.223 0.822
C -0.266 -0.603 -0.052
C -0.836 0.621 -0.378
C 0.111 1.519 -1.050
C 1.430 1.299 -0.865
C 1.828 0.073 -0.546
O 3.217 -0.137 -0.304
C 1.048 -0.996 -0.234
O 1.633 -2.183 0.359
H -3.269 -1.009 0.213
H -2.669 -0.492 1.993
H -0.267 2.654 -1.012
H 2.369 2.199 -0.826
H 3.615 -0.859 0.582
H 0.993 -3.040 0.191

Computed properties:
* structure (SMILES): O=C1COc2c1ccc(O)c2O
* HOMO-LUMO gap: 8.61 eV
* highest occupied orbital energy: -0.3334 hartree
* LUMO level: -0.46 eV
* energy relative to the best compared isomer or geometry (same formula, charge and spin): 127.79 kcal/mol
* max |F|: 0.1384 Eh/bohr

Here are the Löwdin charges for atoms 1 to 6, given in e: 0.018, -0.300, 0.016, -0.050, -0.179, -0.094

***

[8]
Formula: C19H26F3N3O2
Source: the OMol25 dataset
Level of theory: ωB97M-V/def2-TZVPD

Element x y z (Å)
C -0.993 -1.045 2.215
C -0.821 -2.426 1.590
C -2.156 -3.166 1.563
C -0.246 -2.338 0.166
N 1.149 -1.928 0.189
C 2.090 -2.853 -0.385
C 2.045 -2.809 -1.917
N 2.237 -1.438 -2.330
C 1.989 -0.353 -1.584
O 2.221 0.769 -2.019
C 1.441 -0.559 -0.173
C 2.442 0.058 0.843
C 1.979 1.439 1.288
O 1.558 1.663 2.405
N 2.089 2.375 0.326
C 1.574 3.710 0.500
C 0.524 4.051 -0.567
C -0.580 3.035 -0.587
C -0.658 2.103 -1.616
C -1.668 1.160 -1.641
C -2.611 1.139 -0.621
C -3.736 0.151 -0.687
F -3.360 -1.029 -1.219
F -4.271 -0.132 0.509
F -4.753 0.590 -1.457
C -2.538 2.053 0.422
C -1.524 2.992 0.434
H -0.047 -0.517 2.280
H -1.398 -1.138 3.219
H -1.686 -0.446 1.627
H -0.109 -2.996 2.195
H -2.869 -2.640 0.933
H -2.035 -4.175 1.174
H -2.572 -3.233 2.565
H -0.857 -1.651 -0.431
H -0.325 -3.327 -0.296
H 3.093 -2.571 -0.049
H 1.878 -3.861 -0.027
H 1.076 -3.179 -2.276
H 2.834 -3.428 -2.353
H 2.575 -1.261 -3.267
H 0.510 0.016 -0.117
H 2.476 -0.589 1.719
H 3.441 0.130 0.411
H 2.312 2.069 -0.618
H 1.140 3.750 1.503
H 2.394 4.435 0.441
H 1.010 4.079 -1.544
H 0.119 5.041 -0.350
H 0.082 2.110 -2.402
H -1.729 0.443 -2.446
H -3.269 2.026 1.215
H -1.467 3.701 1.245

Computed properties:
* structure (SMILES): CC(C)CN1CCNC(=O)[C@@H]1CC(=O)NCCc1ccc(C(F)(F)F)cc1
* HOMO-LUMO gap: 9.04 eV
* highest occupied orbital energy: -0.3112 hartree
* LUMO level: 0.57 eV
* energy relative to the best compared isomer or geometry (same formula, charge and spin): 0.00 kcal/mol
* max |F|: 0.0112 Eh/bohr

Here are the Löwdin charges for atoms 1 to 6, given in e: -0.045, -0.396, -0.073, -0.160, -0.131, -0.157

***

Q: Look up the max |F| of the seventh one.
A: 0.1384 Eh/bohr

***

Q: The highest max |F| belongs to which entry?
A: C8H6O4

***

Copy entry 5 word for word.
Formula: C4H11ClInNiO2S
Source: the OMol25 dataset
Level of theory: ωB97M-V/def2-TZVPD

Element x y z (Å)
C -0.450 -0.405 -2.113
C 0.286 -1.596 -1.466
Cl 1.950 -1.641 -2.188
C 0.371 -1.603 0.091
In -0.942 -0.153 1.188
S -1.666 -0.940 3.423
C 0.058 1.933 1.309
O 1.203 1.918 2.066
O 2.316 2.027 1.221
H -1.517 -0.632 -2.155
H -0.105 -0.324 -3.175
H -0.235 0.582 -1.609
H -0.238 -2.498 -1.785
H 0.056 -2.600 0.424
H 1.429 -1.537 0.367
H -2.413 0.118 0.181
H -3.004 -0.663 3.415
H 0.269 2.249 0.277
H -0.708 2.603 1.712
H 2.964 1.416 1.590
Ni 0.375 1.747 -2.773

Computed properties:
* 2S+1: 3
* HOMO-LUMO gap (spin up / spin down): 5.38 / 5.08 eV
* highest occupied orbital energy (spin up / spin down): -0.4302 / -0.4216 hartree
* LUMO level (spin up / spin down): -6.32 / -6.40 eV
* <S²>: 2.0091
* total charge: +1
* max |F|: 0.0458 Eh/bohr

Here are the Löwdin charges for atoms 1 to 6, given in e: -0.193, -0.750, 0.606, -0.293, 0.485, 0.241